(1)
C5H11NO in the gas phase at a distorted geometry, computed with ωB97M-V/def2-TZVPD.

Properties
DFT total energy: -327.0593 hartree
Energy above the lowest of the compared OMol25 structures with the same formula, charge and spin: 45.2 kcal per mole
Highest occupied orbital energy: -8.31 eV
Multiplicity: 1
Structure (SMILES): C=C(N)CCCO
Kohn-Sham gap: 9.2 eV
LUMO level: 0.904 eV
F_max: 2.310 eV/Å

Element x y z (Å)
1 C 0.58 1.81 0.83
2 C 1.04 0.58 0.49
3 N 2.21 0.51 -0.33
4 C 0.38 -0.71 0.89
5 C -0.33 -1.32 -0.32
6 C -1.44 -0.43 -0.88
7 O -2.37 -0.12 0.15
8 H -0.10 1.71 1.67
9 H 0.86 2.67 0.24
10 H 2.46 -0.39 -0.72
11 H 2.14 1.22 -1.04
12 H -0.45 -0.37 1.51
13 H 0.97 -1.46 1.41
14 H -0.81 -2.30 -0.19
15 H 0.34 -1.64 -1.13
16 H -1.03 0.46 -1.37
17 H -2.03 -1.03 -1.57
18 H -2.40 0.82 0.38

Atomic partial charges in e from the Löwdin method, atoms 1 to 6: number 1, C, carries 0.024; number 2, C, carries -0.425; number 3, N, carries 0.079; number 4, C, carries -0.151; number 5, C, carries -0.190; number 6, C, carries -0.265

(2)
A molecular structure, C5H11NO, computed with ωB97M-V/def2-TZVPD.

Properties
DFT total energy: -326.9810 hartree
Energy above the lowest of the compared OMol25 structures with the same formula, charge and spin: 94.4 kcal per mole
Highest occupied orbital energy: -8.07 eV
Multiplicity: 1
Kohn-Sham gap: 8.8 eV
LUMO level: 0.695 eV
F_max: 0.282 eV/Å

Element x y z (Å)
1 C 1.16 -1.63 0.97
2 C 0.33 -1.59 -0.28
3 C -1.05 -1.46 -0.20
4 N -0.98 0.77 0.44
5 C -0.07 1.31 -0.36
6 O 0.75 0.61 -1.02
7 C 0.02 2.82 -0.54
8 H 1.86 -2.46 0.99
9 H 1.71 -0.68 0.96
10 H 0.52 -1.64 1.86
11 H 0.81 -1.62 -1.25
12 H -0.52 -2.67 -0.34
13 H -1.62 -1.31 -1.11
14 H -1.56 -1.53 0.75
15 H -1.52 1.48 0.92
16 H 1.07 3.11 -0.68
17 H -0.39 3.37 0.32
18 H -0.53 3.13 -1.43

Atomic partial charges in e from the Löwdin method, atoms 1 to 6: number 1, C, carries -0.051; number 2, C, carries -0.223; number 3, C, carries -0.025; number 4, N, carries 0.049; number 5, C, carries -0.658; number 6, O, carries -0.107

(3)
C5H11NO in the gas phase, computed with ωB97M-V/def2-TZVPD.

Properties
DFT total energy: -327.1202 hartree
Energy above the lowest of the compared OMol25 structures with the same formula, charge and spin: 7.0 kcal per mole
Highest occupied orbital energy: -9.76 eV
Multiplicity: 1
Structure (SMILES): CC[C@@H](C)NC=O
Kohn-Sham gap: 10.7 eV
LUMO level: 0.904 eV
F_max: 0.391 eV/Å

Element x y z (Å)
1 C 1.19 1.61 -0.66
2 C 0.51 0.33 -1.16
3 C -0.46 -0.36 -0.18
4 C -0.60 -1.84 -0.55
5 N -0.09 -0.23 1.22
6 C -0.89 0.42 2.12
7 O -1.92 1.01 1.85
8 H 0.48 2.40 -0.38
9 H 1.82 1.42 0.22
10 H 1.83 1.99 -1.46
11 H -0.04 0.56 -2.08
12 H 1.28 -0.39 -1.48
13 H -1.43 0.13 -0.24
14 H -0.86 -1.96 -1.61
15 H 0.35 -2.37 -0.39
16 H -1.37 -2.33 0.05
17 H 0.68 -0.77 1.58
18 H -0.49 0.37 3.15

Atomic partial charges in e from the Löwdin method, atoms 1 to 6: number 1, C, carries -0.110; number 2, C, carries -0.220; number 3, C, carries -0.382; number 4, C, carries -0.061; number 5, N, carries 0.042; number 6, C, carries -0.356

(4)
C5H11NO in the gas phase, computed with ωB97M-V/def2-TZVPD.

Properties
DFT total energy: -327.0418 hartree
Energy above the lowest of the compared OMol25 structures with the same formula, charge and spin: 56.2 kcal per mole
Highest occupied orbital energy: -9.66 eV
Multiplicity: 1
Structure (SMILES): C[C@H](CO)N1CC1
Kohn-Sham gap: 10.8 eV
LUMO level: 1.091 eV
F_max: 0.718 eV/Å

Element x y z (Å)
1 C 1.48 -0.25 0.74
2 C 0.04 -0.59 0.29
3 C 0.07 -1.70 -0.78
4 O 0.70 -1.22 -1.94
5 N -0.47 0.60 -0.36
6 C -0.41 1.79 0.42
7 C -1.73 1.21 -0.03
8 H 1.67 0.75 1.15
9 H 2.12 -0.33 -0.14
10 H 1.79 -0.95 1.52
11 H -0.61 -0.89 1.13
12 H 0.65 -2.55 -0.41
13 H -0.95 -2.06 -1.01
14 H 0.36 -0.31 -2.04
15 H -0.24 1.64 1.49
16 H 0.20 2.60 0.01
17 H -2.31 0.82 0.82
18 H -2.36 1.47 -0.88

Atomic partial charges in e from the Löwdin method, atoms 1 to 6: number 1, C, carries -0.046; number 2, C, carries -0.354; number 3, C, carries -0.236; number 4, O, carries -0.079; number 5, N, carries -0.146; number 6, C, carries -0.150

(5)
C5H11NO in the gas phase at a distorted geometry, computed with ωB97M-V/def2-TZVPD.

Properties
DFT total energy: -327.0719 hartree
Energy above the lowest of the compared OMol25 structures with the same formula, charge and spin: 37.3 kcal per mole
Highest occupied orbital energy: -9.46 eV
Multiplicity: 1
Structure (SMILES): CCCNC(C)=O
Kohn-Sham gap: 10.4 eV
LUMO level: 0.963 eV
F_max: 5.275 eV/Å

Element x y z (Å)
1 C -1.29 0.36 2.36
2 C -0.81 1.13 1.03
3 C 0.28 0.25 0.43
4 N -0.22 -0.76 -0.56
5 C 0.25 -0.84 -1.85
6 C 1.78 -0.68 -2.10
7 O -0.55 -1.01 -2.78
8 H -0.61 0.49 3.19
9 H -2.18 0.83 2.68
10 H -1.62 -0.66 2.02
11 H -1.53 1.00 0.14
12 H -0.42 2.04 1.29
13 H 0.98 0.90 -0.15
14 H 0.81 -0.08 1.35
15 H -1.26 -0.86 -0.53
16 H 1.89 0.35 -2.41
17 H 2.11 -1.42 -2.89
18 H 2.39 -1.05 -1.23

Atomic partial charges in e from the Löwdin method, atoms 1 to 6: number 1, C, carries -0.088; number 2, C, carries -0.205; number 3, C, carries -0.236; number 4, N, carries 0.039; number 5, C, carries -0.524; number 6, C, carries -0.017

(6)
C5H11NO in the gas phase at a distorted geometry, computed with ωB97M-V/def2-TZVPD.

Properties
DFT total energy: -327.0478 hartree
Energy above the lowest of the compared OMol25 structures with the same formula, charge and spin: 52.4 kcal per mole
Highest occupied orbital energy: -8.65 eV
Multiplicity: 1
Structure (SMILES): C=CCCNCO
Kohn-Sham gap: 9.6 eV
LUMO level: 0.967 eV
F_max: 1.251 eV/Å

Element x y z (Å)
1 C -1.53 -2.58 -1.07
2 C -1.20 -1.44 -0.48
3 C 0.02 -1.29 0.39
4 C 0.38 0.14 0.79
5 N 0.35 1.05 -0.34
6 C 0.73 2.43 -0.07
7 O 1.59 2.56 1.02
8 H -2.25 -2.70 -1.86
9 H -0.93 -3.46 -0.84
10 H -1.90 -0.61 -0.54
11 H -0.10 -1.86 1.32
12 H 0.87 -1.77 -0.12
13 H -0.36 0.42 1.57
14 H 1.36 0.10 1.27
15 H -0.51 0.96 -0.85
16 H -0.15 3.06 0.06
17 H 1.20 2.86 -0.97
18 H 2.42 2.14 0.75

Atomic partial charges in e from the Löwdin method, atoms 1 to 6: number 1, C, carries -0.010; number 2, C, carries -0.197; number 3, C, carries -0.206; number 4, C, carries -0.252; number 5, N, carries -0.054; number 6, C, carries -0.311

(7)
C5H11NO in the gas phase, computed with ωB97M-V/def2-TZVPD.

Properties
DFT total energy: -327.1155 hartree
Energy above the lowest of the compared OMol25 structures with the same formula, charge and spin: 10.0 kcal per mole
Highest occupied orbital energy: -9.30 eV
Multiplicity: 1
Structure (SMILES): CC(C)N(C)C=O
Kohn-Sham gap: 10.2 eV
LUMO level: 0.879 eV
F_max: 0.370 eV/Å

Element x y z (Å)
1 C -0.13 0.02 -1.77
2 C 0.61 -0.19 -0.44
3 C 1.50 1.00 -0.08
4 N -0.34 -0.50 0.64
5 C -1.06 0.57 1.30
6 C -0.68 -1.80 0.84
7 O -0.21 -2.75 0.24
8 H -0.82 0.87 -1.71
9 H 0.59 0.21 -2.57
10 H -0.70 -0.88 -2.02
11 H 1.23 -1.09 -0.53
12 H 2.01 0.84 0.87
13 H 2.26 1.12 -0.86
14 H 0.94 1.93 -0.02
15 H -0.38 1.22 1.87
16 H -1.61 1.19 0.59
17 H -1.78 0.14 2.00
18 H -1.43 -1.92 1.65

Atomic partial charges in e from the Löwdin method, atoms 1 to 6: number 1, C, carries -0.047; number 2, C, carries -0.398; number 3, C, carries -0.065; number 4, N, carries -0.127; number 5, C, carries -0.057; number 6, C, carries -0.330

(8)
C5H11NO in the gas phase, computed with ωB97M-V/def2-TZVPD.

Properties
DFT total energy: -326.9316 hartree
Energy above the lowest of the compared OMol25 structures with the same formula, charge and spin: 125.3 kcal per mole
Highest occupied orbital energy: -7.63 eV
Multiplicity: 1
Kohn-Sham gap: 8.6 eV
LUMO level: 0.930 eV
F_max: 0.594 eV/Å

Element x y z (Å)
1 C 1.66 0.42 -1.34
2 C 0.99 -0.50 -0.35
3 C 1.33 -0.52 1.10
4 N 0.11 0.11 0.63
5 C -1.18 -0.56 0.88
6 C -2.25 -0.22 -0.13
7 O -1.88 1.46 -0.38
8 H 0.95 0.71 -2.12
9 H 2.52 -0.06 -1.81
10 H 2.00 1.33 -0.83
11 H 0.63 -1.45 -0.76
12 H 2.09 0.14 1.49
13 H 1.22 -1.47 1.63
14 H -1.10 -1.66 0.86
15 H -1.46 -0.28 1.91
16 H -1.92 -0.56 -1.12
17 H -2.67 1.55 0.18
18 H -1.05 1.58 0.15

Atomic partial charges in e from the Löwdin method, atoms 1 to 6: number 1, C, carries -0.054; number 2, C, carries -0.338; number 3, C, carries -0.095; number 4, N, carries -0.141; number 5, C, carries -0.305; number 6, C, carries -0.059

(9)
C5H11NO in the gas phase, computed with ωB97M-V/def2-TZVPD.

Properties
DFT total energy: -327.1155 hartree
Energy above the lowest of the compared OMol25 structures with the same formula, charge and spin: 10.0 kcal per mole
Highest occupied orbital energy: -9.30 eV
Multiplicity: 1
Structure (SMILES): CC(C)N(C)C=O
Kohn-Sham gap: 10.2 eV
LUMO level: 0.881 eV
F_max: 0.331 eV/Å

Element x y z (Å)
1 C 1.49 0.92 0.40
2 C 0.59 0.07 -0.49
3 C 0.98 -1.41 -0.42
4 N -0.82 0.26 -0.17
5 C -1.26 0.31 1.21
6 C -1.73 0.17 -1.18
7 O -1.46 -0.01 -2.35
8 H 1.47 0.58 1.44
9 H 2.53 0.84 0.06
10 H 1.20 1.98 0.37
11 H 0.70 0.40 -1.53
12 H 0.34 -2.00 -1.09
13 H 2.02 -1.55 -0.73
14 H 0.88 -1.80 0.60
15 H -0.92 -0.57 1.77
16 H -0.88 1.21 1.71
17 H -2.35 0.33 1.24
18 H -2.77 0.28 -0.82

Atomic partial charges in e from the Löwdin method, atoms 1 to 6: number 1, C, carries -0.066; number 2, C, carries -0.399; number 3, C, carries -0.049; number 4, N, carries -0.127; number 5, C, carries -0.058; number 6, C, carries -0.331

(10)
2 unconnected molecules or ions with the total composition C5H11NO at a distorted geometry, computed with ωB97M-V/def2-TZVPD.

Properties
DFT total energy: -327.0026 hartree
Energy above the lowest of the compared OMol25 structures with the same formula, charge and spin: 80.8 kcal per mole
Highest occupied orbital energy: -8.69 eV
Multiplicity: 1
Structure (SMILES): C=NC(=C)CC.O
Kohn-Sham gap: 9.4 eV
LUMO level: 0.696 eV
F_max: 3.362 eV/Å

Element x y z (Å)
1 C -0.98 -0.55 -1.98
2 N -0.65 0.60 -1.52
3 C 0.11 0.65 -0.32
4 C 1.41 0.60 -0.48
5 C -0.52 1.09 0.94
6 C 0.44 1.64 2.00
7 H -1.82 -0.61 -2.66
8 H -0.64 -1.66 -1.73
9 H 2.03 1.22 0.22
10 H 1.82 -0.03 -1.39
11 H -1.24 1.85 0.62
12 H -1.12 0.28 1.32
13 H -0.17 2.06 2.84
14 H 1.01 0.76 2.52
15 H 1.02 2.55 1.80
16 O -0.02 -3.08 0.55
17 H 0.09 -3.67 1.30
18 H 0.91 -2.86 0.49

Atomic partial charges in e from the Löwdin method, atoms 1 to 6: number 1, C, carries -0.048; number 2, N, carries 0.040; number 3, C, carries -0.460; number 4, C, carries 0.013; number 5, C, carries -0.221; number 6, C, carries -0.130